The following is a DFT calculation (wB97M-V/def2-TZVPD) of the molecule C9H15P.

The geometry in XYZ format:
```
25
Properties=species:S:1:pos:R:3:mulliken_charge:R:1
C -2.574 -0.393 -1.006 -1.512
C -1.436 -0.376 -0.016 -0.087
C -1.348 -1.109 1.085 -0.447
C -0.224 -0.986 1.926 -0.589
C 0.956 -0.545 1.506 -1.098
C 1.099 0.008 0.048 1.757
C 2.244 1.000 -0.222 -1.888
C 1.342 -1.315 -0.770 -1.977
C -0.236 0.576 -0.337 -0.471
P -0.655 2.122 0.621 0.054
H -3.355 -0.558 -0.395 0.519
H -2.272 -1.078 -1.696 0.305
H -2.751 0.673 -1.399 0.299
H -2.136 -1.693 1.263 0.706
H -0.247 -1.360 2.923 0.419
H 1.776 -0.470 2.074 0.645
H 2.212 1.250 -1.243 0.450
H 3.132 0.713 0.148 0.558
H 2.153 2.063 0.267 0.320
H 1.700 -0.978 -1.682 0.492
H 0.469 -1.892 -1.005 0.447
H 1.991 -1.903 -0.309 0.509
H -0.121 0.748 -1.350 0.600
H -1.635 2.469 -0.212 -0.015
H -0.082 3.035 -0.219 0.004
```

## Properties
- SMILES string = CC1=CC=CC(C)(C)[C@@H]1P
- multiplicity = 1
- ΔE to the lowest compared entry with this formula, charge and spin (kcal/mol) = 26.3

The following is a DFT calculation (wB97M-V/def2-TZVPD) of the molecule C24H23N3O5.

The geometry in XYZ format:
```
55
Properties=species:S:1:pos:R:3:mulliken_charge:R:1
C 1.987 -2.829 -6.121 -0.632
C 2.622 -1.676 -6.037 -0.217
C 3.536 -1.273 -4.913 -0.504
O 3.585 -2.175 -3.829 -0.473
C 2.534 -2.258 -2.982 0.690
C 2.682 -3.153 -1.917 -0.826
C 1.686 -3.299 -0.982 -0.715
C 0.517 -2.537 -1.064 0.033
C -0.484 -2.673 -0.005 0.376
O -0.630 -3.893 0.486 -0.599
C -1.189 -1.625 0.534 -0.583
C -1.996 -1.810 1.706 0.605
O -2.266 -2.880 2.245 -0.815
C -2.401 -0.429 2.183 0.305
O -3.100 -0.140 3.128 -0.629
N -1.811 0.453 1.339 0.349
C -2.002 1.882 1.414 -1.267
C -0.903 2.593 2.212 -0.150
C -1.094 2.442 3.728 -1.084
N -2.197 3.235 4.195 0.267
C -3.473 2.807 4.435 -0.244
C -4.180 3.919 4.791 -0.621
N -3.372 5.013 4.772 -0.676
C -2.199 4.573 4.411 -0.073
C -1.083 -0.153 0.233 0.359
C 0.341 0.304 0.143 0.754
C 0.952 1.187 -0.699 -0.716
C 2.321 1.192 -0.339 -0.703
C 2.436 0.314 0.693 -0.772
O 1.246 -0.227 0.992 -0.339
C 0.360 -1.669 -2.140 -0.698
C 1.349 -1.533 -3.094 -0.074
H 1.354 -3.065 -6.959 0.294
H 2.075 -3.584 -5.358 0.221
H 2.534 -0.927 -6.812 0.349
H 4.566 -1.239 -5.287 0.376
H 3.275 -0.263 -4.561 0.351
H 3.597 -3.721 -1.851 0.473
H 1.805 -3.990 -0.163 0.473
H -1.273 -3.860 1.249 0.451
H -2.033 2.275 0.394 0.383
H -2.970 2.060 1.893 0.712
H -0.920 3.655 1.960 0.478
H 0.071 2.193 1.931 0.147
H -1.286 1.398 3.980 0.309
H -0.184 2.769 4.242 0.416
H -3.749 1.777 4.342 0.528
H -5.213 4.004 5.061 0.419
H -1.323 5.181 4.303 0.381
H -1.587 0.125 -0.705 0.255
H 0.488 1.759 -1.476 0.617
H 3.103 1.770 -0.786 0.512
H 3.278 -0.001 1.277 0.564
H -0.562 -1.124 -2.263 0.475
H 1.182 -0.873 -3.930 0.491
```

## Properties
- SMILES string = C=CCOc1ccc(/C(O)=C2/C(=O)C(=O)N(CCCn3ccnc3)[C@H]2c2ccco2)cc1
- multiplicity = 1
- ΔE to the lowest compared entry with this formula, charge and spin (kcal/mol) = 55.6

The following is a DFT calculation (wB97M-V/def2-TZVPD) of a structure of composition C30H42N4OOsP2.

The geometry in XYZ format:
```
80
Properties=species:S:1:pos:R:3:mulliken_charge:R:1
Os 1.463 0.083 1.061 1.280
C -2.326 -3.100 1.803 -0.557
C -1.674 -3.746 0.818 -0.673
C -1.606 -3.191 -0.577 0.305
C -2.727 -2.184 -0.958 -1.164
C -2.866 -0.919 -0.153 0.452
C -3.494 -0.578 0.983 -0.414
C -4.272 -1.466 1.914 -0.796
C -3.801 -2.903 1.692 -0.754
C 0.821 0.797 2.900 -1.564
H -1.940 -2.957 2.814 0.860
H -1.070 -4.651 1.019 0.547
H -1.583 -4.051 -1.267 0.584
H -0.618 -2.714 -0.764 -0.332
H -2.399 -1.839 -1.942 0.376
H -3.674 -2.707 -1.119 0.453
H -2.169 -0.149 -0.485 0.154
H -3.491 0.474 1.309 0.231
H -5.357 -1.464 1.707 0.448
H -4.137 -1.165 2.971 0.379
H -4.317 -3.648 2.318 0.464
H -4.072 -3.193 0.676 0.268
H 1.050 -0.005 3.606 0.267
H -0.257 1.008 2.949 0.443
H 1.340 1.740 3.154 0.227
P 0.516 1.906 0.491 0.763
P 1.607 -0.536 -1.180 0.306
N -1.198 2.442 0.489 1.375
N 1.183 3.509 0.808 0.749
N 0.432 -0.492 -2.980 0.861
N 3.067 -1.232 -2.075 0.211
C 0.801 1.978 -1.297 -1.521
C 2.091 1.217 -1.550 -1.889
C -1.873 2.929 1.608 -0.691
C -2.971 3.665 1.163 -0.879
C -2.953 3.641 -0.265 -0.756
C -1.864 2.886 -0.649 -0.743
C 2.014 3.920 1.833 -0.402
C 2.247 5.277 1.665 -0.857
C 1.591 5.686 0.464 -0.707
C 0.938 4.586 -0.045 -0.321
C -0.213 -1.546 -3.601 -0.959
C -0.820 -1.105 -4.799 -0.712
C -0.579 0.286 -4.877 -0.866
C 0.231 0.619 -3.790 -0.187
C 3.091 -1.610 -3.423 -0.432
C 4.215 -1.066 -4.032 -0.660
C 4.977 -0.412 -3.012 -0.520
C 4.279 -0.569 -1.825 -0.519
H 0.828 2.958 -1.781 0.665
H -0.045 1.437 -1.732 0.253
H 2.520 1.413 -2.539 0.541
H 2.877 1.412 -0.793 0.919
H -1.502 2.700 2.598 0.422
H -3.692 4.157 1.791 0.506
H -3.639 4.107 -0.946 0.532
H -1.516 2.653 -1.640 0.425
H 2.384 3.201 2.547 0.478
H 2.830 5.892 2.323 0.458
H 1.582 6.642 -0.027 0.478
H 0.387 4.482 -0.970 0.315
H -0.219 -2.545 -3.179 0.702
H -1.364 -1.690 -5.524 0.494
H -0.915 0.995 -5.613 0.494
H 0.580 1.625 -3.577 0.325
H 2.338 -2.263 -3.835 0.509
H 4.438 -1.094 -5.088 0.456
H 5.889 0.148 -3.143 0.465
H 4.533 -0.282 -0.818 0.487
C 2.309 -3.204 3.651 -1.549
C 1.348 -2.610 2.630 1.110
C 0.162 -2.207 3.471 -1.681
O 2.054 -1.618 1.912 -0.533
H 2.585 -2.398 4.337 0.374
H 3.203 -3.614 3.192 0.391
H 1.803 -3.991 4.213 0.421
H 1.000 -3.368 1.899 0.060
H 0.452 -1.569 4.314 0.492
H -0.584 -1.687 2.861 0.310
H -0.259 -3.127 3.919 0.552
```

## Properties
- charge = +2
- multiplicity = 5
- ΔE to the lowest compared entry with this formula, charge and spin (kcal/mol) = 116.8

The following is a DFT calculation (wB97M-V/def2-TZVPD) of a structure of composition C56H88O28Zn.

The geometry in XYZ format:
```
173
Properties=species:S:1:pos:R:3:mulliken_charge:R:1
Zn 0.345 3.295 -0.323 3.911
C -0.187 -1.293 -0.318 3.682
C 0.555 0.075 -0.018 -1.106
O -0.140 1.263 -0.321 0.496
H -0.071 -1.510 -1.380 -1.014
H -1.263 -1.286 -0.144 -1.850
H 0.155 -2.140 0.277 -0.123
H 1.466 0.034 -0.616 -0.025
H 0.903 0.184 1.010 -0.593
C 3.873 2.009 -1.484 0.171
C 3.585 3.511 -1.249 -1.372
O 2.377 3.674 -0.511 -0.395
H 4.920 1.851 -1.742 0.450
H 3.196 1.710 -2.283 -0.365
H 3.671 1.367 -0.627 -0.195
H 3.726 4.101 -2.154 0.270
H 4.391 3.825 -0.586 0.368
O 6.705 -1.675 2.458 -0.684
C 5.609 -1.978 1.961 0.231
O 5.535 -2.459 0.751 -0.371
C 4.170 -2.539 0.326 0.081
C 3.346 -2.663 1.602 1.019
C 4.265 -1.956 2.647 -0.049
H 3.971 -3.426 -0.274 0.127
H 3.892 -1.812 -0.437 -0.158
H 3.224 -3.739 1.726 0.336
H 2.372 -2.175 1.565 -0.826
H 4.401 -2.482 3.592 0.376
H 3.949 -0.951 2.926 -0.102
O 1.127 -6.517 0.947 -0.655
C 0.053 -6.047 0.558 0.395
O -0.199 -4.670 0.678 -0.255
C -1.502 -4.363 0.160 1.464
C -2.265 -5.683 0.114 -0.396
C -1.202 -6.730 -0.138 -0.840
H -1.437 -3.902 -0.826 -1.193
H -1.962 -3.650 0.844 -0.198
H -3.098 -5.594 -0.583 0.494
H -2.780 -5.874 1.056 0.316
H -1.063 -7.111 -1.150 0.269
H -1.429 -7.635 0.426 0.404
O -5.812 -0.955 0.472 -0.695
C -4.828 -0.651 1.153 0.371
O -3.660 -0.512 0.706 0.305
C -2.723 -0.028 1.704 1.038
C -3.559 0.445 2.860 -0.625
C -4.820 -0.296 2.642 -1.121
H -2.203 0.823 1.266 -0.716
H -2.007 -0.816 1.941 -0.204
H -3.693 1.523 2.768 0.366
H -3.123 0.145 3.814 0.421
H -5.709 0.309 2.824 0.432
H -4.808 -1.167 3.297 0.304
O -4.731 -3.539 -4.961 -0.667
C -4.049 -2.688 -4.345 0.325
O -4.226 -2.611 -2.958 -0.348
C -3.438 -1.630 -2.405 0.846
C -2.538 -1.010 -3.520 2.015
C -3.075 -1.596 -4.818 -0.549
H -2.911 -2.125 -1.589 -0.643
H -4.120 -0.919 -1.938 -0.226
H -1.525 -1.365 -3.332 -1.043
H -2.573 0.076 -3.427 -0.442
H -2.446 -2.074 -5.569 0.326
H -3.629 -0.842 -5.378 0.367
O -0.961 -4.843 -2.997 -0.725
C 0.028 -4.087 -3.102 0.626
O 0.024 -3.080 -3.877 -0.287
C 1.232 -2.465 -4.076 0.003
C 2.006 -2.976 -2.848 0.453
C 1.407 -4.312 -2.577 -0.112
H 1.128 -1.381 -4.049 -0.253
H 1.697 -2.777 -5.012 0.412
H 1.818 -2.375 -1.958 -0.750
H 3.088 -2.955 -2.980 0.502
H 1.430 -4.667 -1.546 -0.174
H 1.762 -5.132 -3.202 0.380
O -2.423 -1.280 5.867 -0.683
C -1.433 -1.628 5.157 0.507
O -0.446 -0.802 4.845 -0.212
C 0.613 -1.423 4.132 0.796
C 0.297 -2.924 4.073 0.016
C -1.089 -3.019 4.678 -0.397
H 1.625 -1.204 4.472 0.431
H 0.578 -1.060 3.105 -0.827
H 0.985 -3.621 4.552 0.487
H 0.309 -3.206 3.020 -0.405
H -1.031 -3.687 5.538 0.351
H -1.810 -3.313 3.915 0.090
O 0.252 5.459 -0.159 -0.712
C 0.750 6.516 0.205 0.049
O 0.124 7.672 -0.053 -0.447
C 0.866 8.727 0.368 -0.412
C 1.969 8.150 1.291 -0.819
C 2.056 6.709 0.956 1.085
H 0.189 9.362 0.939 0.272
H 1.135 9.206 -0.573 0.313
H 1.720 8.228 2.349 0.284
H 2.879 8.726 1.120 0.326
H 2.091 6.127 1.877 -0.526
H 2.786 6.320 0.247 0.078
O 3.756 -0.559 -4.687 -0.637
C 4.823 -0.538 -4.098 0.403
O 4.891 -0.792 -2.846 -0.064
C 6.202 -0.765 -2.332 -0.228
C 7.105 -0.589 -3.510 -0.619
C 6.198 -0.062 -4.556 -0.575
H 6.315 -1.706 -1.794 0.295
H 6.409 -0.052 -1.533 0.272
H 7.534 -1.564 -3.739 0.299
H 7.885 0.163 -3.387 0.299
H 6.413 -0.209 -5.614 0.405
H 6.083 1.021 -4.506 0.253
O 3.797 2.347 5.845 -0.681
C 3.808 2.698 4.674 0.381
O 3.538 1.844 3.714 -0.335
C 3.824 2.378 2.457 0.998
C 4.611 3.653 2.710 -0.666
C 4.149 4.045 4.132 -0.214
H 2.973 2.589 1.810 -0.771
H 4.443 1.699 1.870 0.221
H 4.480 4.431 1.958 0.168
H 5.693 3.524 2.723 0.447
H 3.290 4.703 4.267 -0.020
H 4.973 4.443 4.725 0.389
O 0.415 3.270 1.761 -0.477
C 0.160 3.364 2.957 -0.383
O 0.520 4.466 3.637 -0.422
C 0.312 4.302 5.041 -0.620
C -0.090 2.905 5.258 -0.654
C -0.519 2.354 3.855 1.624
H -0.414 5.029 5.403 0.349
H 1.254 4.532 5.539 0.301
H -0.902 2.799 5.977 0.436
H 0.759 2.388 5.705 0.266
H -1.602 2.315 3.744 -0.149
H -0.140 1.353 3.649 -0.989
O -0.006 3.550 -2.201 -0.427
C 0.018 3.035 -3.310 -0.619
O -0.271 3.730 -4.440 -0.468
C -0.051 2.966 -5.632 -0.823
C -0.182 1.551 -5.124 -0.375
C 0.177 1.560 -3.667 2.533
H 0.940 3.222 -6.008 0.236
H -0.708 3.238 -6.458 0.423
H 0.349 0.845 -5.762 0.537
H -1.234 1.288 -5.237 0.024
H 1.187 1.157 -3.588 -0.481
H -0.524 0.944 -3.103 -0.993
O -8.650 -4.954 -1.711 -0.650
C -7.868 -4.928 -0.734 0.428
O -8.202 -4.513 0.458 -0.349
C -7.087 -4.546 1.352 -0.436
C -5.791 -4.762 0.525 0.731
C -6.439 -5.354 -0.736 -0.330
H -7.388 -5.348 2.026 0.305
H -6.949 -3.578 1.832 0.234
H -4.985 -5.398 0.892 0.068
H -5.228 -3.856 0.303 -0.499
H -6.338 -6.439 -0.749 0.392
H -5.950 -4.853 -1.571 0.157
O -1.844 3.580 -0.100 -0.612
C -2.962 3.263 -0.442 -0.390
O -4.047 3.833 0.074 -0.513
C -5.246 3.159 -0.327 -0.371
C -4.859 2.477 -1.613 -0.690
C -3.364 2.233 -1.457 2.017
H -6.022 3.904 -0.504 0.361
H -5.519 2.466 0.469 0.132
H -5.181 3.108 -2.442 0.333
H -5.425 1.566 -1.808 0.318
H -2.779 2.285 -2.375 -0.118
H -3.142 1.264 -1.009 -1.035
```

## Properties
- multiplicity = 1
- electronic energy (hartree) = -6072.705037

Largest force on an atom for every record listed, in sequence, given in eV/A: 5.16; 1.09; 6.91; 5.68.